Entry from the Open Molecules 2025 dataset: 4 unconnected molecules or ions with the total composition C55H47F4NO10S at a distorted geometry (the ωB97M-V functional and the def2-TZVPD basis).

Structure (XYZ):
```
118
Properties=species:S:1:pos:R:3:forces:R:3
N 3.157 -0.336 1.470 -1.4 0.0 -0.1
C 1.805 -0.980 1.832 -0.4 0.8 -1.2
C 0.657 -0.018 1.128 0.2 0.4 0.5
C 0.396 -0.341 -0.459 -0.8 0.0 0.6
C -0.848 0.555 -1.121 0.7 -1.0 -0.6
C -0.464 2.132 -1.346 -0.4 -0.2 -0.8
C -1.502 3.208 -0.676 0.6 1.4 -0.2
C -0.873 4.722 -0.997 -1.1 -1.4 -2.3
O 0.429 4.885 -0.332 -2.3 0.4 2.4
S 0.122 5.349 1.295 4.5 3.2 2.8
O 1.192 4.748 2.243 -3.9 1.6 -4.0
O 0.055 6.905 1.323 -0.5 -5.9 -0.5
C -1.520 4.518 1.763 -1.0 -0.9 0.5
F -1.449 4.301 3.253 -0.2 0.6 -4.1
C -1.688 3.080 0.948 0.5 -0.9 0.7
C -3.071 2.331 1.411 -0.3 0.2 0.7
C -4.447 3.181 1.139 1.3 1.2 0.6
O -5.502 2.572 1.974 -0.9 -0.5 -3.0
C -6.605 2.029 1.166 -0.7 -0.2 1.1
C -6.180 0.797 0.161 -1.2 -1.7 -0.7
F -7.453 0.033 -0.115 4.0 2.2 0.6
F -5.266 -0.212 0.804 -2.8 3.6 -2.6
F -5.691 1.246 -1.179 -1.1 -1.8 4.4
H 3.145 0.616 1.920 0.1 -1.2 -0.9
H 3.131 -0.199 0.416 0.2 0.0 1.9
H 1.768 -2.053 1.358 0.1 2.0 1.1
H 1.644 -1.036 2.994 0.5 0.1 -2.3
H -0.301 -0.054 1.805 1.5 0.0 -1.6
H 1.097 1.090 1.189 -1.1 -2.2 0.0
H 0.077 -1.476 -0.553 0.8 2.3 0.1
H 1.393 -0.131 -1.049 -2.0 -0.5 1.0
H -1.037 0.064 -2.193 0.3 1.1 2.3
H -1.824 0.359 -0.506 1.9 0.6 -1.0
H 0.650 2.320 -1.037 -2.2 -0.2 -0.3
H -0.507 2.317 -2.525 0.1 -0.2 2.6
H -2.535 3.139 -1.251 2.0 0.1 1.3
H -0.653 4.719 -2.167 -0.3 0.2 2.6
H -1.638 5.587 -0.811 1.6 -1.5 0.0
H -2.363 5.295 1.526 1.7 -1.5 0.8
H -0.791 2.400 1.338 -1.9 1.5 -0.7
H -3.002 2.168 2.585 -0.2 0.4 -2.5
H -3.179 1.265 0.941 0.4 2.1 0.7
H -4.297 4.286 1.562 -0.4 -2.4 -0.9
H -4.735 3.312 0.009 0.4 -0.6 2.2
H -7.383 1.562 1.940 2.0 0.8 -1.8
H -7.225 2.874 0.597 1.7 -1.9 0.7
C -0.568 -6.233 3.229 -0.3 0.2 -0.1
C -0.717 -7.423 2.518 -0.3 0.1 -0.2
C -1.792 -7.583 1.643 0.3 0.0 0.2
C -2.729 -6.554 1.487 0.5 -0.2 0.3
C -2.593 -5.374 2.216 0.5 -0.2 0.3
C -1.503 -5.208 3.081 0.2 -0.2 0.0
C -3.602 -4.301 2.097 0.2 1.2 0.7
O -3.481 -3.262 2.735 -0.1 -0.6 -0.4
C -4.762 -4.502 1.206 -0.6 0.2 -0.2
C -5.755 -3.518 1.127 -0.3 0.0 -0.2
C -6.849 -3.694 0.277 0.3 0.0 0.2
C -6.948 -4.846 -0.503 0.3 -0.2 0.1
C -5.962 -5.831 -0.423 -0.2 0.2 0.0
C -4.872 -5.663 0.441 -0.6 0.2 -0.3
C -3.853 -6.726 0.546 -0.1 -1.3 -0.8
O -3.942 -7.741 -0.136 0.1 0.6 0.4
H 0.275 -6.104 3.905 -0.2 0.0 -0.1
H 0.005 -8.227 2.644 -0.1 0.1 0.0
H -1.900 -8.514 1.087 -0.1 0.3 0.0
H -1.383 -4.284 3.644 -0.2 -0.2 -0.2
H -5.684 -2.614 1.730 0.1 -0.3 -0.1
H -7.622 -2.931 0.221 0.2 -0.1 0.0
H -7.796 -4.980 -1.171 0.2 0.0 0.1
H -6.049 -6.730 -1.031 0.2 0.2 0.2
C 3.503 5.705 -8.585 -0.3 -0.2 -0.1
C 3.302 6.161 -7.283 -0.3 -0.2 0.1
C 2.137 5.820 -6.595 0.3 0.1 -0.1
C 1.163 5.029 -7.216 0.5 0.3 0.0
C 1.352 4.593 -8.527 0.6 0.3 0.0
C 2.531 4.923 -9.209 0.2 0.2 0.1
C 0.309 3.800 -9.209 0.3 -0.4 -1.4
O 0.477 3.414 -10.360 -0.1 0.2 0.7
C -0.941 3.487 -8.489 -0.6 -0.3 0.0
C -1.962 2.786 -9.144 -0.3 -0.1 0.2
C -3.142 2.474 -8.465 0.4 0.1 -0.1
C -3.302 2.852 -7.133 0.3 0.2 0.1
C -2.289 3.556 -6.480 -0.2 -0.2 -0.2
C -1.110 3.882 -7.163 -0.6 -0.3 0.0
C -0.059 4.658 -6.475 -0.1 0.4 1.3
O -0.201 4.994 -5.305 0.0 -0.2 -0.6
H 4.416 5.964 -9.118 -0.2 -0.1 0.1
H 4.055 6.782 -6.801 -0.2 -0.1 -0.1
H 1.989 6.175 -5.576 -0.1 -0.2 -0.2
H 2.692 4.575 -10.228 -0.2 0.0 0.3
H -1.844 2.484 -10.183 0.1 0.1 0.3
H -3.936 1.934 -8.977 0.2 0.1 0.1
H -4.218 2.603 -6.602 0.2 0.1 -0.1
H -2.423 3.852 -5.441 0.2 0.0 -0.3
C 8.354 -5.854 6.475 -0.1 0.4 0.0
C 7.470 -6.297 5.491 -0.2 0.3 -0.1
C 6.654 -5.382 4.823 0.2 -0.2 0.2
C 6.715 -4.021 5.147 0.2 -0.6 0.1
C 7.582 -3.582 6.147 0.2 -0.6 0.1
C 8.412 -4.500 6.805 0.0 -0.3 -0.1
C 7.618 -2.157 6.532 0.9 0.5 1.0
O 8.382 -1.770 7.408 -0.4 -0.3 -0.5
C 6.716 -1.206 5.852 -0.2 0.6 0.0
C 6.699 0.138 6.247 -0.2 0.2 -0.1
C 5.858 1.046 5.600 0.2 -0.3 0.1
C 5.041 0.618 4.554 0.1 -0.4 0.0
C 5.052 -0.721 4.163 -0.1 0.2 0.1
C 5.884 -1.637 4.820 -0.2 0.6 0.0
C 5.862 -3.059 4.422 -0.9 -0.4 -1.2
O 5.141 -3.437 3.506 0.4 0.2 0.6
H 8.996 -6.566 6.989 -0.1 0.1 -0.1
H 7.416 -7.354 5.243 0.0 0.2 0.0
H 5.970 -5.734 4.053 0.1 0.3 0.2
H 9.101 -4.162 7.577 -0.2 0.1 -0.2
H 7.336 0.481 7.061 -0.1 -0.3 -0.2
H 5.842 2.088 5.912 0.0 -0.2 0.0
H 4.391 1.327 4.046 0.1 -0.1 0.1
H 4.407 -1.049 3.349 0.3 0.0 0.1
```
Positions in Å, forces in eV/Å.

Summary:
Strongest force on any atom: 6.17 eV/A
Kohn-Sham gap: 7.97 eV
DFT total energy: -3728.61496 a.u.
SMILES: NCCCCC[C@@H]1COS(=O)(=O)[C@H](F)[C@H]1CCOCC(F)(F)F.O=C1c2ccccc2C(=O)c2ccccc21.O=C1c2ccccc2C(=O)c2ccccc21.O=C1c2ccccc2C(=O)c2ccccc21
LUMO level: -1.3 eV

Atomic partial charges in e from the Löwdin method, atoms 1 to 99: -0.06, -0.25, -0.22, -0.20, -0.19, -0.16, -0.21, -0.19, -0.27, 0.86, -0.34, -0.35, -0.21, -0.08, -0.20, -0.11, -0.18, -0.18, -0.09, -0.18, -0.02, 0.01, 0.00, 0.06, 0.07, 0.12, 0.12, 0.11, 0.11, 0.12, 0.11, 0.12, 0.10, 0.13, 0.13, 0.16, 0.15, 0.14, 0.15, 0.14, 0.15, 0.11, 0.14, 0.13, 0.17, 0.17, -0.06, -0.06, 0.01, -0.09, -0.09, 0.01, -0.28, 0.10, -0.08, 0.00, -0.05, -0.06, 0.01, -0.09, -0.28, 0.10, 0.11, 0.11, 0.12, 0.12, 0.11, 0.10, 0.11, 0.12, -0.06, -0.06, 0.01, -0.09, -0.09, 0.01, -0.28, 0.10, -0.08, 0.01, -0.06, -0.06, 0.00, -0.09, -0.28, 0.08, 0.11, 0.11, 0.12, 0.12, 0.12, 0.11, 0.11, 0.12, -0.06, -0.06, 0.00, -0.09, -0.09